# 1
A cluster of 3 separate species, C42H58F4IN4O6P in total, computed with ωB97M-V with the def2-TZVPD basis set.

Each line ends with the Löwdin charge.
Atoms and positions in Å:
I -0.993 4.973 -1.816  0.99
P -3.757 1.006 2.887  0.90
F -4.345 5.158 2.352  -0.03
F -0.692 -3.428 4.359  0.14
F 1.264 -4.425 4.338  0.16
F 1.020 -2.507 5.368  0.14
O -1.928 -0.740 1.074  0.09
O 0.168 2.054 -2.044  0.08
O 6.804 -2.296 1.513  -0.03
O -2.574 0.090 3.577  -0.29
O 1.008 -2.623 3.125  0.05
O -6.583 0.505 -0.764  -0.04
N -4.707 -0.161 2.083  -0.15
N 7.530 -2.901 0.627  -0.09
N 2.864 1.802 -1.144  0.02
N -6.670 0.361 -2.049  -0.07
C -7.748 1.244 -2.589  -0.49
C 9.793 -2.068 1.262  -0.13
C 8.964 -4.281 2.125  -0.13
C 2.976 0.266 0.731  0.06
C -2.862 4.052 0.336  -0.10
C -1.226 0.243 0.974  -0.25
C 2.247 1.030 -0.147  -0.20
C 3.281 -1.189 2.589  -0.06
C 0.655 -3.224 4.274  -0.67
C -6.274 5.041 0.650  -0.07
C 2.386 -0.506 1.704  -0.16
C -7.617 2.638 -1.987  -0.05
C 0.269 0.210 0.954  -0.02
C 8.196 -0.595 0.045  -0.05
C -1.828 1.599 0.794  -0.08
C 3.080 4.081 -2.129  -0.25
C 10.189 -3.481 1.686  -0.17
C -2.921 1.997 1.550  -0.18
C -7.588 1.449 -4.107  -0.03
C -1.243 2.396 -0.167  -0.14
C -8.140 -1.648 -2.109  -0.13
C -0.041 1.840 -0.880  -0.30
C -4.617 3.813 2.071  -0.31
C -6.737 -1.094 -2.376  -0.49
C -6.336 -1.338 -3.850  -0.03
C 7.844 -4.288 1.084  -0.50
C 8.242 -5.180 -0.107  -0.03
C -9.130 0.660 -2.297  -0.13
C 8.675 -2.033 0.217  -0.49
C -5.912 3.643 1.217  -0.16
C 1.010 -0.573 1.829  -0.05
C 3.977 -1.666 3.437  0.16
C 2.886 3.249 -0.859  -0.20
C 0.317 -1.391 2.876  -0.08
C 4.470 4.714 -2.205  -0.12
C -5.728 -1.864 -1.529  -0.04
C -3.434 3.268 1.308  -0.18
C 0.859 1.009 -0.003  -0.01
C 6.595 -4.931 1.680  -0.04
C 9.224 -2.471 -1.162  -0.03
C -1.785 3.645 -0.395  -0.59
C -9.260 -0.804 -2.716  -0.17
H 10.712 -3.996 0.875  0.10
H 5.763 -4.900 0.974  0.09
H -9.885 1.262 -2.807  0.13
H 3.797 1.458 -1.324  0.12
H -5.653 2.994 0.383  0.09
H 4.053 0.287 0.646  0.13
H 7.376 -0.540 -0.674  0.09
H -8.300 -1.709 -1.028  0.13
H -9.340 0.742 -1.226  0.13
H 7.860 -0.157 0.983  0.08
H -2.652 -0.816 3.242  0.04
H 6.803 -5.975 1.913  0.09
H 3.713 3.457 -0.170  0.12
H 0.223 -0.788 3.782  0.15
H 9.471 -1.516 2.151  0.12
H -4.158 -0.758 1.468  0.02
H 5.254 3.985 -2.002  0.07
H -4.718 -1.474 -1.670  0.09
H 1.980 3.551 -0.342  0.11
H -7.812 2.655 -0.916  0.07
H -7.065 5.021 -0.094  0.06
H 4.626 5.156 -3.186  0.07
H 6.280 -4.444 2.600  0.07
H 2.365 4.901 -2.127  0.07
H 7.510 -5.100 -0.912  0.09
H -10.225 -1.192 -2.384  0.11
H -8.334 3.315 -2.451  0.09
H 8.584 -3.858 3.060  0.12
H 9.615 -1.612 -1.706  0.08
H 9.224 -4.958 -0.516  0.06
H -6.734 3.189 1.764  0.11
H 10.042 -3.185 -1.091  0.07
H 10.663 -1.540 0.867  0.13
H 8.270 -6.223 0.209  0.09
H -5.966 -1.827 -0.467  0.07
H -5.730 -2.912 -1.829  0.09
H 4.568 5.511 -1.470  0.07
H -5.855 -2.309 -3.959  0.08
H -5.436 0.310 1.555  0.02
H 2.873 3.471 -3.004  0.11
H -0.687 -1.633 2.570  0.10
H -6.567 1.745 -4.353  0.09
H 9.017 0.016 -0.329  0.09
H -8.194 -2.670 -2.490  0.13
H -6.533 5.669 1.493  0.08
H -3.274 5.036 0.180  0.10
H -5.621 -0.590 -4.194  0.09
H -8.251 2.247 -4.441  0.09
H -5.386 5.396 0.141  0.06
H 4.668 -2.079 4.127  0.04
H -9.260 -0.891 -3.806  0.10
H 8.438 -2.907 -1.779  0.09
H -6.618 3.042 -2.158  0.10
H 10.900 -3.424 2.513  0.11
H -7.185 -1.340 -4.531  0.07
H 9.250 -5.312 2.346  0.12
H -7.840 0.573 -4.699  0.06
H -4.737 3.321 3.027  0.08

Results
Expectation value of S²   2.01
Calculated total energy   -90995.8455 eV
Spin multiplicity   3
Gap between HOMO and LUMO   7.6 eV

# 2
A structure of composition C42H60Cl3GeI2N5O2P2SeY, computed with ωB97M-V with the def2-TZVPD basis set.

Each line ends with the Löwdin charge.
Atoms and positions in Å:
I 0.455 3.423 1.743  0.12
I 2.367 1.101 4.567  0.61
Y 0.358 0.419 1.852  0.74
Se -1.930 1.018 3.884  0.81
Ge -2.628 0.175 7.008  0.76
Cl -4.864 3.041 0.905  0.64
Cl -4.815 1.443 -1.515  0.66
Cl -5.370 0.177 1.030  0.64
P -0.162 -1.803 0.199  1.01
P 1.119 0.966 -1.870  0.58
O 0.043 -1.376 3.142  -0.25
O -1.825 -1.967 4.210  -0.02
N 0.028 2.104 -2.506  -0.21
N 0.666 0.165 -0.630  -0.36
N 1.380 0.080 -3.299  -0.19
N 2.553 1.815 -1.744  -0.20
N -1.943 1.031 0.727  0.15
C 1.592 -3.976 -0.487  -0.08
C 2.426 -0.942 -3.234  -0.22
C -1.728 -4.462 3.059  -0.03
C -1.164 -3.346 2.434  -0.13
C -2.517 -1.730 7.421  -0.22
C -4.459 1.463 0.218  -1.58
C 3.115 2.462 -2.930  -0.22
C -2.069 2.428 -3.738  -0.19
C -0.964 -3.329 1.048  -0.25
C -2.250 2.907 4.168  -0.43
C -1.268 0.645 5.672  -0.59
C 1.471 -2.630 -0.135  -0.31
C 2.836 -4.572 -0.662  -0.09
C -0.792 4.382 -2.812  -0.18
C -0.794 -2.154 -2.540  -0.10
C -2.173 3.848 -3.185  -0.21
C -1.292 1.530 -2.784  -0.23
C 2.186 0.380 -5.615  -0.18
C -4.439 0.622 6.400  -0.23
C -3.036 -1.992 -3.406  -0.10
C 2.365 -1.853 -4.453  -0.18
C 3.898 -2.516 -0.065  -0.08
C -0.972 -2.148 3.340  -0.61
C -1.251 -1.887 -1.256  -0.36
C 5.138 3.239 -1.652  -0.19
C -1.443 -4.438 0.335  -0.12
C 3.958 3.667 -2.535  -0.18
C 4.725 2.101 -0.697  -0.17
C -2.619 -1.704 -1.051  -0.12
C -2.109 -5.576 2.337  -0.09
C -1.680 -2.214 -3.610  -0.09
C 2.654 -1.915 0.066  -0.13
C 3.220 2.112 -0.481  -0.25
C 3.997 -3.847 -0.443  -0.10
C -3.036 1.212 0.454  -0.37
C -2.247 1.221 8.630  -0.23
C -0.091 3.412 -1.871  -0.26
C 1.014 0.502 -4.649  -0.22
C -1.989 -5.550 0.954  -0.09
C 2.661 0.244 2.579  -0.79
C -3.503 -1.741 -2.121  -0.11
C 2.651 -1.079 -5.747  -0.19
H 2.905 3.075 -0.068  0.06
H -4.675 1.670 6.601  0.01
H -2.330 -6.389 0.356  0.10
H -2.908 0.933 9.452  0.01
H -2.382 2.289 8.438  0.01
H -0.184 4.510 -3.715  0.11
H -1.214 1.063 8.952  0.02
H 4.968 -4.315 -0.560  0.10
H -3.020 3.032 4.927  0.01
H 2.308 2.765 -3.604  0.11
H -1.547 2.449 -4.702  0.11
H 0.178 -0.114 -5.023  0.11
H -1.394 -4.432 -0.748  0.10
H 0.901 3.773 -1.598  0.09
H 5.001 1.129 -1.119  0.11
H 5.239 2.189 0.263  0.11
H 3.720 -1.104 -5.975  0.10
H 2.594 -0.866 0.304  0.04
H -5.165 -0.001 6.928  0.01
H 2.962 -0.777 2.822  -0.07
H 1.904 0.795 -6.586  0.11
H -3.316 -2.029 8.102  0.01
H 0.651 1.528 -4.613  0.09
H -1.889 -4.417 4.129  0.11
H 3.428 -0.485 -3.168  0.12
H 4.790 -1.929 0.121  0.10
H -3.729 -2.030 -4.239  0.10
H 5.969 2.914 -2.284  0.10
H 3.066 -2.680 -4.322  0.11
H -0.684 1.516 5.972  0.00
H -2.533 -6.437 2.840  0.09
H 3.752 1.757 -3.490  0.10
H 3.323 4.380 -2.000  0.11
H 2.147 -1.566 -6.586  0.10
H 2.918 1.371 0.250  0.04
H -0.875 5.360 -2.331  0.11
H -4.541 0.441 5.329  0.00
H -0.652 3.342 -0.931  0.02
H -2.993 -1.557 -0.044  0.09
H 4.312 4.178 -3.433  0.11
H 0.718 -4.584 -0.637  0.08
H 2.302 -1.521 -2.326  0.08
H -0.584 -0.189 5.542  -0.01
H -1.317 3.388 4.459  0.00
H -1.185 0.526 -3.192  0.09
H 3.007 0.996 -5.240  0.09
H 3.542 0.770 2.214  -0.08
H -1.848 1.412 -1.843  0.08
H -1.304 -2.432 -4.605  0.10
H -1.557 -1.959 7.890  0.02
H -2.673 4.508 -3.899  0.10
H 1.368 -2.300 -4.505  0.09
H -2.586 -2.297 6.491  0.00
H -4.563 -1.585 -1.946  0.08
H 5.499 4.099 -1.083  0.10
H -2.796 3.836 -2.281  0.10
H -3.060 1.999 -3.920  0.09
H 0.260 -2.311 -2.698  0.08
H 2.889 -5.614 -0.957  0.10
H -2.575 3.339 3.226  -0.02

Results
ΔE to the lowest compared entry with this formula, charge and spin   39.5 kJ/mol
Calculated total energy   -251332.1855 eV
Charge   -1
Gap between HOMO and LUMO   6.8 eV

no.,F_max (eV/A)
1,2.178
2,1.186